Entry 1:
90
Properties=species:S:1:pos:R:3 method="wB97M-V/def2-TZVPD" lumo_ev=0.28 homo_lumo_gap_ev=9.149 total_energy_ev=-40154.0095 relative_energy_kj_mol=1221.22
C -1.94906 -2.18352 -1.38343
O -1.58506 -3.11252 -0.39143
H -2.95206 -2.27752 -1.78943
H -1.23206 -2.31252 -2.15043
H -1.93906 -1.19352 -0.94843
H -0.78706 -2.83952 0.03157
C -1.52406 0.81148 -2.78143
C -1.67106 2.30148 -2.69543
C -2.09506 2.66048 -1.28443
O -0.61606 2.97448 -2.90843
H -0.74906 0.30648 -2.20643
H -1.38106 0.55748 -3.79343
H -2.42606 0.33148 -2.36143
H -2.21206 2.66648 -3.45843
H -2.06406 3.70548 -1.09043
H -1.42406 2.27648 -0.55543
H -3.12906 2.34248 -1.12343
H -0.58306 3.33948 -3.85043
C 1.97194 -5.11452 0.74957
C 2.39794 -4.58552 -0.62543
C 1.43994 -4.66452 -1.75243
O 2.64794 -3.43352 -0.54843
H 0.89894 -4.85452 0.94557
H 2.66794 -4.79252 1.58257
H 1.87194 -6.20252 0.49757
H 3.29294 -5.11252 -0.86943
H 1.26294 -5.68852 -2.03143
H 1.73594 -4.20752 -2.68043
H 0.55194 -4.16552 -1.57443
H 1.88394 -2.95452 -0.25143
C -0.57106 -0.50352 1.58257
C 0.67794 -1.26852 1.33457
C 1.17694 -2.23652 2.42357
O 0.81394 -1.79652 0.23457
H -0.42406 0.06348 2.47957
H -1.44006 -1.12252 1.53957
H -0.76206 0.30948 0.88857
H 1.37494 -0.47452 1.30657
H 0.89894 -1.86852 3.42157
H 2.27794 -2.38152 2.34757
H 0.70994 -3.13652 2.29257
H 1.16294 -1.15152 -0.47243
C 4.31794 -0.39252 0.60957
C 3.72494 0.50248 1.71157
C 4.82694 1.16448 2.48357
O 3.01194 1.43948 1.28057
H 4.98494 0.09148 -0.01143
H 3.51294 -0.77552 -0.04343
H 4.77194 -1.30652 1.03457
H 3.20194 -0.04052 2.55157
H 4.65994 1.14548 3.42657
H 4.96994 2.23548 2.29557
H 5.78494 0.65548 2.27857
H 2.74094 1.40548 0.34057
C -4.49306 -0.19852 -0.03843
C -5.59406 0.46748 0.70857
C -5.70806 1.97048 0.57157
O -6.76506 0.20948 0.41657
H -3.59606 0.34348 0.18157
H -4.79206 -0.04552 -1.09343
H -4.34906 -1.25552 0.13257
H -5.50206 0.34148 1.79657
H -6.49306 2.50948 1.06457
H -5.75306 2.22848 -0.48743
H -4.78106 2.38448 0.98357
H -7.35306 0.99748 0.28257
C 3.28994 1.10648 -2.56243
C 1.87894 0.53348 -2.23343
C 1.82894 -0.89352 -2.59643
O 1.57894 0.55248 -1.07243
H 3.42194 2.17348 -2.21643
H 3.22794 1.20148 -3.59743
H 4.16294 0.57748 -2.20243
H 1.23994 1.19848 -2.76643
H 1.95594 -1.05452 -3.67143
H 0.86794 -1.25452 -2.47143
H 2.44594 -1.50452 -1.93643
H 1.51194 1.47648 -0.92143
C -2.17606 2.86548 2.39357
C -1.00006 3.86248 2.27857
C 0.35294 3.23248 2.61657
O -0.83406 4.23948 1.10257
H -3.12406 3.29048 2.06857
H -2.22306 2.20248 3.27357
H -2.08006 2.10548 1.59757
H -0.99806 4.73348 2.86657
H 0.34794 2.66948 3.65157
H 1.13294 3.98148 2.90757
H 0.65994 2.42848 1.98457
H -1.00106 5.18748 0.95057

Entry 2:
24
Properties=species:S:1:pos:R:3 method="wB97M-V/def2-TZVPD" lumo_ev=0.01 homo_lumo_gap_ev=7.962 total_energy_ev=-19864.2366 relative_energy_kj_mol=299.64
C 2.03412 1.28695 -3.22490
C 1.80921 0.41047 -2.13830
C 0.82840 1.82217 -3.58292
C 0.58101 0.11424 -1.64817
C -0.36687 1.89552 -2.77398
C -0.61135 0.93869 -1.75196
C -1.40955 0.34778 1.12930
C 0.25506 0.82286 2.82927
C -0.19018 -1.50767 2.19326
C -0.05261 -0.05590 1.71572
P -1.84001 0.79973 -0.43673
H 3.01736 1.57295 -3.59781
H 2.62749 -0.22468 -1.88900
H 0.75181 2.64894 -4.34358
H 0.56137 -0.65827 -0.90615
H -1.11830 2.54340 -3.17996
H 1.25938 0.38422 3.33948
H 0.46066 1.70601 2.32861
H -0.57028 0.98992 3.47387
H -0.97484 -1.61027 2.89340
H -0.37732 -2.25448 1.44523
H 0.72619 -1.77289 2.70462
H 0.78518 -0.05102 1.05059
H -3.09494 0.46592 -0.72716

Entry 3:
9
Properties=species:S:1:pos:R:3 method="wB97M-V/def2-TZVPD" lumo_ev=-0.25 homo_lumo_gap_ev=9.014 total_energy_ev=-37151.2391 relative_energy_kj_mol=77.22
O 0.96039 -1.10847 1.38304
O -0.98282 -1.53340 0.07992
O -0.86951 2.35951 -0.66761
P 0.18553 -0.52304 0.09185
S 1.31268 -0.27765 -1.55002
S -0.57566 1.66748 0.86200
H 1.87762 -1.33261 1.28253
H -1.88055 -1.46299 -0.38131
H -0.02769 2.21118 -1.10040

Entry 4:
14
Properties=species:S:1:pos:R:3 method="wB97M-V/def2-TZVPD" lumo_ev=-0.10 homo_lumo_gap_ev=8.706 total_energy_ev=-28320.7776 relative_energy_kj_mol=663.25
C 2.32347 -0.89149 0.31193
C -1.09948 0.99078 -0.05751
H 1.81789 -2.23264 0.16778
H 1.84982 -0.42618 1.66122
H 4.04054 -0.67177 0.09477
H 0.71573 1.65277 0.70998
H -2.40036 2.54201 -0.30478
H -2.61604 0.15830 -0.99968
H -1.15030 -2.62720 -0.58292
N 0.18048 0.77616 0.49275
N -1.52186 2.18476 0.19056
N -1.66391 -0.05629 -0.92706
S 1.35676 0.20096 -0.81416
S -1.83273 -1.60017 0.05714

Entry 5:
227
Properties=species:S:1:pos:R:3 method="wB97M-V/def2-TZVPD" lumo_ev=-0.64 homo_lumo_gap_ev=9.262 total_energy_ev=-367671.9784
C 7.09360 0.27540 3.17731
C 5.87591 -0.38059 2.56487
C 5.89191 -1.90562 2.83748
O 4.84481 -2.55942 2.18017
C 4.65300 -3.91278 2.47597
N 4.59392 0.31044 3.15567
H 4.54355 1.32191 3.00520
H 3.81445 -0.18548 2.72614
H 4.58639 0.21230 4.17311
H 7.18186 -0.21466 4.16915
H 6.99037 1.33999 3.22323
H 8.01637 0.16397 2.53736
H 5.77868 -0.10948 1.48659
H 5.89134 -2.15655 3.88580
H 6.87719 -2.34203 2.56206
H 4.10243 -4.00776 3.37198
H 5.58853 -4.46151 2.39920
H 3.99412 -4.32712 1.70602
C -0.56033 5.11733 1.63870
C -1.54205 4.56417 0.64830
C -1.73967 5.46553 -0.58069
O -2.26241 6.78679 -0.31185
C -3.65606 6.72206 -0.62946
N -1.13999 3.19345 0.21012
H -0.70771 2.54429 0.88709
H -1.96603 2.67493 -0.09529
H -0.57382 3.14512 -0.59641
H -0.48785 4.56541 2.49217
H -0.84437 6.11827 1.96102
H 0.45038 5.23828 1.23328
H -2.58998 4.39807 1.13224
H -2.27429 4.90362 -1.35404
H -0.73536 5.54553 -1.03016
H -3.84468 6.95172 -1.73021
H -4.12611 7.54085 -0.13337
H -4.13048 5.70758 -0.37620
C -1.94599 2.45320 4.25612
C -0.65835 2.39537 5.16999
C -0.50625 3.36556 6.38548
O -1.44149 2.95504 7.41043
C -1.55674 3.61190 8.60820
N -0.51767 0.98997 5.71991
H -1.04514 0.85014 6.61652
H -0.93076 0.33497 5.01230
H 0.49619 0.71996 5.84021
H -2.17977 3.47005 3.96466
H -2.75810 2.03820 4.87985
H -1.82865 1.78501 3.33843
H 0.15265 2.53044 4.41693
H -0.63150 4.37390 5.89765
H 0.49289 3.27333 6.83537
H -2.24689 3.04742 9.21602
H -1.80383 4.67376 8.49419
H -0.54636 3.62228 9.06747
C 6.39837 -1.80727 -1.46600
C 5.84323 -0.45026 -1.75309
O 6.01841 0.56374 -1.11160
N 4.76452 -0.43716 -2.71812
H 4.36204 -1.40045 -2.97858
H 4.04580 0.07442 -2.21519
C 5.05929 0.23602 -3.97675
H 7.36846 -1.73223 -0.97137
H 6.35319 -2.51253 -2.34232
H 5.68973 -2.33530 -0.75893
H 4.30883 0.06306 -4.80517
H 6.06388 -0.10928 -4.29512
H 5.16853 1.32603 -3.85331
C -0.91901 -1.04240 -3.15804
C -1.74888 -0.60614 -4.27656
O -1.29307 -0.23223 -5.30016
N -3.23252 -0.89058 -4.19632
H -3.40924 -1.72285 -4.77152
H -3.49957 -1.10042 -3.22638
C -4.07732 0.12518 -4.98915
H -1.44213 -1.71006 -2.56173
H -0.58689 -0.22051 -2.56912
H -0.05321 -1.53622 -3.56391
H -5.01843 -0.40095 -5.17896
H -3.50502 0.34078 -5.89530
H -4.29542 1.01939 -4.46776
C -2.62890 -4.44414 -2.76413
O -1.98373 -3.79108 -1.72687
C -1.93447 -4.58753 -0.48118
C -1.06040 -3.84898 0.53729
N -1.39359 -2.37178 0.67919
H -1.80753 -1.97877 -0.16839
H -2.18662 -2.31385 1.33796
C -0.15488 -1.62000 1.25568
C -0.57070 -0.31803 1.96622
O -0.21485 0.89428 1.20488
C 1.25055 1.11023 1.37686
H -2.17961 -5.41380 -2.97959
H -2.46935 -3.76146 -3.60662
H -3.64955 -4.54873 -2.52470
H -1.43178 -5.48135 -0.82582
H -2.92520 -4.87837 -0.08898
H -0.04720 -3.84100 0.27808
H -1.11750 -4.32494 1.60624
H 0.68763 -1.52449 0.54210
H 0.23764 -2.35533 1.97093
H -0.06232 -0.24585 2.87598
H -1.69753 -0.34218 2.15041
H 1.48956 1.20552 2.41414
H 1.41774 2.07314 0.98222
H 1.76056 0.19571 0.94511
C 5.41657 11.47840 1.99353
O 5.21089 10.21578 1.47663
C 4.46510 9.27044 2.19392
C 4.61364 7.89031 1.42388
N 4.15432 8.19873 -0.00410
H 4.46468 9.19657 -0.14881
H 4.77734 7.59952 -0.55923
C 2.81507 7.82242 -0.51221
C 1.58790 8.54388 0.18715
O 1.55561 9.97170 0.12079
C 0.79876 10.49663 1.16930
H 6.00551 11.47743 2.90266
H 4.50300 11.95980 2.29394
H 5.93261 12.04980 1.21688
H 3.42757 9.56653 2.32282
H 4.97566 9.15983 3.18871
H 4.06904 7.05779 1.80215
H 5.72420 7.64583 1.47654
H 2.57678 6.80265 -0.21436
H 2.79405 7.82527 -1.61195
H 1.48287 8.28859 1.20563
H 0.68284 8.17065 -0.31232
H 1.35520 11.04290 1.90028
H 0.15015 9.74019 1.64793
H -0.01253 11.17569 0.74214
C -1.23667 -8.63931 -7.47899
O -2.25394 -8.92636 -6.54804
C -1.80652 -8.72074 -5.20071
C -2.95573 -9.18089 -4.28714
N -4.13516 -8.46633 -4.73378
H -4.08376 -7.60001 -4.17515
H -4.00600 -8.16909 -5.70922
C -5.57522 -9.04018 -4.60639
C -6.54378 -7.96037 -5.19619
O -6.20304 -7.86135 -6.54690
C -6.82310 -6.93763 -7.43492
H -1.57904 -8.89323 -8.55851
H -0.38419 -9.33534 -7.16841
H -1.00065 -7.59290 -7.53955
H -1.58336 -7.69474 -5.00452
H -0.89418 -9.33155 -5.03241
H -2.60609 -8.77240 -3.25278
H -3.10374 -10.26123 -4.29488
H -5.82492 -9.20973 -3.49046
H -5.70462 -10.04919 -4.97892
H -6.47020 -7.01165 -4.70436
H -7.62985 -8.28934 -5.02511
H -7.95001 -7.01777 -7.50931
H -6.44211 -7.15507 -8.47353
H -6.56199 -5.93574 -7.15665
N 3.85452 -3.00925 -3.05578
S 3.02979 -3.22951 -4.47766
O 2.74720 -4.56283 -4.83155
O 3.70052 -2.36066 -5.38002
F 1.79203 -2.51778 -4.11808
S 3.15291 -3.42137 -1.74731
O 1.72733 -3.62262 -1.77869
O 3.61188 -2.53847 -0.73480
F 3.88293 -4.81036 -1.35257
N -3.83865 1.15728 -2.12274
S -3.89101 0.37442 -0.74716
O -3.19399 0.95342 0.44759
O -3.43596 -0.97392 -0.96102
F -5.35628 0.37292 -0.40215
S -4.22077 2.73620 -2.22477
O -3.34102 3.19841 -3.24844
O -4.47835 3.42088 -1.04894
F -5.61647 2.51387 -2.90734
N -3.32224 -0.89763 5.16432
S -3.57325 -0.54283 6.65770
O -2.38605 -0.27635 7.38821
O -4.55158 -1.40627 7.25049
F -4.21522 0.89950 6.53085
S -3.18087 -2.20902 4.40691
O -3.07146 -3.31808 5.27587
O -2.27503 -2.03788 3.30045
F -4.56698 -2.24339 3.73335
N -5.18474 -4.82179 -4.79057
S -6.06752 -3.65543 -4.33344
O -7.36480 -3.62809 -4.93826
O -5.29265 -2.47214 -4.00094
F -6.26352 -4.19644 -2.89339
S -3.98616 -4.63263 -5.80312
O -3.21114 -5.85813 -5.78298
O -3.30368 -3.37972 -5.81290
F -4.66413 -4.54861 -7.30357
N 3.90018 4.50563 4.75258
S 3.05679 5.75416 5.24807
O 1.74034 5.35904 5.53501
O 3.30724 6.98634 4.50570
F 3.70803 5.95587 6.60910
S 3.81793 4.16730 3.17690
O 4.79531 3.15523 2.91599
O 3.81153 5.14799 2.08805
F 2.42239 3.46886 3.00758
N -3.73460 -7.53282 0.19236
S -2.32105 -8.21755 -0.14961
O -1.44427 -7.74318 0.87390
O -1.79494 -8.18948 -1.50068
F -2.51424 -9.77552 0.19530
S -4.68954 -7.18992 -1.03248
O -4.05735 -7.03917 -2.29037
O -5.68884 -6.33645 -0.58321
F -5.53032 -8.65306 -1.19511
N 2.71408 2.47779 -1.85092
S 2.56209 4.02325 -1.55387
O 3.71869 4.48158 -0.89674
O 1.28057 4.41888 -1.04598
F 2.66354 4.74050 -2.98400
S 1.58573 1.51334 -2.32516
O 0.23586 1.86788 -2.16735
O 1.97353 0.13419 -2.10783
F 1.74185 1.56755 -3.85568
N 2.40656 0.52265 5.58197
S 3.22365 1.21365 6.92863
O 2.74366 2.57226 6.90285
O 4.59413 0.90660 6.93317
F 2.59884 0.55771 8.12708
S 2.53863 -1.01003 5.29802
O 3.66950 -1.78058 5.72662
O 1.95825 -1.20423 3.99940
F 1.36830 -1.60064 6.09927

Entry 6:
60
Properties=species:S:1:pos:R:3 method="wB97M-V/def2-TZVPD" lumo_ev=-4.91 homo_lumo_gap_ev=6.527 total_energy_ev=-62537.1987 charge=+1 relative_energy_kj_mol=231.59
Rb -23.94766 -13.42445 24.27467
Rb -28.42795 -13.01655 22.74490
Rb -24.90530 -11.51175 20.95582
S -26.10442 -14.90488 21.02402
O -25.23946 -14.11952 21.91138
O -25.34503 -16.07194 20.57658
O -27.31884 -15.27117 21.80929
O -26.49464 -14.05324 19.87612
C -25.96005 -19.17489 19.16479
C -25.52499 -20.58746 19.58309
C -26.63939 -21.41952 20.26335
O -26.58349 -22.62640 19.61772
C -25.81199 -22.46198 18.50181
O -25.55411 -23.35887 17.72620
O -25.28623 -21.22050 18.41334
H -26.33912 -18.78028 20.10750
H -26.72073 -18.97254 18.41079
H -25.05232 -18.60237 18.97413
H -24.61753 -20.58893 20.18694
H -27.60260 -20.96823 20.02532
H -26.52888 -21.43882 21.34757
C -30.92538 -12.34083 18.56535
C -29.50116 -12.41388 18.96595
C -28.55985 -12.33189 17.67270
O -27.66481 -11.30479 18.09640
C -27.88889 -10.81689 19.28168
O -27.26158 -9.82129 19.62360
O -29.01706 -11.33230 19.74068
H -31.49594 -12.35520 19.49398
H -31.24674 -13.16581 17.92956
H -31.12145 -11.34957 18.15663
H -29.36816 -13.34766 19.51228
H -29.08577 -11.97218 16.78833
H -28.16126 -13.34520 17.62341
C -23.37333 -15.44766 17.33913
C -24.67046 -14.62337 16.85946
C -24.96098 -13.18753 17.30278
O -24.66717 -12.37827 16.21229
C -24.24440 -13.12041 15.24165
O -23.96404 -12.75491 14.11249
O -24.24713 -14.38242 15.62601
H -22.47720 -14.85106 17.16847
H -23.16725 -16.31684 16.71451
H -23.42558 -15.78707 18.37362
H -25.52337 -15.29983 16.91468
H -24.33701 -12.98456 18.17318
H -25.94725 -12.90458 17.67060
C -29.74912 -16.24371 18.93104
C -29.89712 -15.84429 17.40413
C -28.67635 -16.37357 16.68158
O -29.13322 -16.94254 15.55817
C -30.43318 -17.15632 15.68850
O -31.06821 -17.79085 14.88524
O -30.94175 -16.57358 16.76957
H -29.00688 -15.56800 19.35599
H -29.33013 -17.24421 19.03846
H -30.63477 -16.03430 19.53093
H -30.08028 -14.77861 17.26673
H -28.02451 -16.91993 17.36325
H -28.16785 -15.50414 16.26493